# 1
The following is a DFT calculation (ωB97M-V with the def2-TZVPD basis set) of 2 unconnected molecules or ions with the total composition C2H8N2O at a distorted geometry.

```
13
Properties=species:S:1:pos:R:3:nbo_charge:R:1
H -0.697 2.937 0.762 0.36
N -0.668 1.892 0.863 -0.78
C 0.181 1.326 0.132 0.30
N 0.811 0.109 0.497 -0.65
C 1.467 -0.833 -0.385 -0.41
H 0.381 1.749 -0.885 0.14
H 0.383 0.027 1.478 0.41
H 1.121 -1.881 -0.345 0.21
H 1.185 -0.520 -1.381 0.21
H 2.538 -0.789 -0.379 0.19
O -2.386 -1.570 -0.423 -0.93
H -2.057 -1.811 0.422 0.46
H -2.259 -0.637 -0.355 0.47
```

## Properties
Maximum force   0.0804 Eh/bohr
Highest occupied orbital energy   -9.090 eV
Gap between HOMO and LUMO   10.03 eV
SMILES string   [H]/N=C/NC.O

***

# 2
The following is a DFT calculation (ωB97M-V with the def2-TZVPD basis set) of a molecular structure, C23H28F9O3Pb at a distorted geometry.

```
64
Properties=species:S:1:pos:R:3:lowdin_charge:R:1
O 0.157 -0.656 0.105 -0.29
C 0.268 -1.542 -1.049 -0.13
C 0.011 -2.761 -0.174 -0.07
H 1.255 -1.463 -1.493 0.12
H -0.477 -1.304 -1.801 0.11
C 0.087 -1.817 1.036 -0.52
H 0.769 -3.538 -0.204 0.09
H -0.970 -3.207 -0.312 0.11
C 1.376 -1.937 1.813 -0.02
H 2.233 -1.761 1.168 0.09
H 1.462 -2.942 2.227 0.08
H 1.417 -1.230 2.637 0.08
C -1.128 -1.756 1.920 -0.01
H -2.045 -1.791 1.340 0.08
H -1.133 -0.843 2.510 0.08
H -1.125 -2.603 2.605 0.09
Pb -0.299 1.525 0.066 1.45
C -2.351 2.675 0.199 -0.26
C -1.952 2.674 -1.152 -0.23
C -2.026 1.341 -1.616 -0.23
H -1.639 3.525 -1.731 0.10
C -2.449 0.532 -0.553 -0.29
C -2.629 1.343 0.584 -0.17
H -2.942 1.015 1.560 0.10
H -2.426 3.542 0.830 0.10
H -1.740 1.006 -2.595 0.09
H -2.560 -0.538 -0.588 0.08
C 0.478 3.554 1.104 -0.37
C -0.117 2.749 2.104 -0.18
C 0.642 1.574 2.230 -0.25
H -1.002 2.985 2.668 0.11
C 1.712 1.654 1.305 -0.29
C 1.613 2.883 0.628 -0.20
H 2.244 3.205 -0.179 0.09
H 0.112 4.503 0.751 0.03
H 0.451 0.779 2.929 0.08
H 2.443 0.892 1.105 0.08
O 2.212 -5.486 -1.612 -0.15
C 1.698 -6.418 -0.654 -0.21
C 2.249 -7.781 -1.042 -0.17
H 0.603 -6.412 -0.692 0.12
H 2.003 -6.099 0.344 0.12
C 2.355 -7.649 -2.557 -0.18
H 1.609 -8.600 -0.722 0.11
H 3.236 -7.932 -0.605 0.11
C 2.790 -6.200 -2.710 -0.20
H 1.381 -7.807 -3.020 0.11
H 3.058 -8.349 -3.004 0.11
H 2.450 -5.746 -3.642 0.12
H 3.881 -6.111 -2.667 0.12
F -2.532 5.251 2.240 0.11
C -1.343 5.673 1.670 -0.35
F -1.411 7.047 1.529 0.10
F -0.362 5.511 2.641 0.10
C -0.997 4.872 0.151 -0.10
O -0.707 3.482 0.116 -0.44
C -2.414 5.459 -0.622 -0.39
F -2.591 6.818 -0.433 0.08
F -2.442 5.395 -2.010 0.09
F -3.628 4.949 -0.183 0.09
C 0.048 5.770 -0.887 -0.36
F -0.289 7.109 -0.986 0.10
F 1.371 5.766 -0.461 0.11
F 0.052 5.224 -2.159 0.12
```

## Properties
Maximum force   0.2079 Eh/bohr
Highest occupied orbital energy   -1.312 eV
Gap between HOMO and LUMO   3.45 eV
Charge   -1

***

Per-record relative energy (zero: lowest compared OMol25 entry of this formula, charge and spin), kJ/mol: 205.06, 1635.23